(1)
{"formula": "C6H13ClN2S", "method": "ωB97M-V with the def2-TZVPD basis set", "lumo_ev": [-2.9, -2.9], "de_lowest_kj_mol": 227.2, "gap_ev": [5.570, 5.576], "species": ["Cl", "S", "N", "N", "C", "C", "C", "C", "C", "C", "H", "H", "H", "H", "H", "H", "H", "H", "H", "H", "H", "H", "H"], "positions_angstrom": [[3.75424, 1.76481, 0.68217], [2.48209, -1.18239, -0.39619], [2.05887, -1.81391, -1.67190], [2.93009, -2.13214, 0.72508], [-1.20837, 0.09693, 1.18413], [0.04171, -0.88066, 0.78675], [-1.75358, 0.78359, -0.06896], [0.61302, 0.59140, -1.17862], [-0.75812, 1.53756, -0.94653], [1.04887, 0.00788, 0.06879], [-0.79596, 0.76093, 2.00359], [2.40655, -2.76583, -1.80678], [-0.87537, 1.66722, -2.01593], [3.01852, -1.55288, 1.57092], [1.53689, 0.84436, 0.54409], [-1.95486, -0.15541, -0.71963], [-1.97673, -0.57983, 1.69650], [0.35215, -1.33303, 1.65775], [-0.43550, -1.62149, 0.01345], [-0.58739, 2.57874, -0.44384], [1.44563, 1.23763, -1.59502], [-2.68838, 1.31711, 0.12369], [0.49425, -0.15435, -1.81012]]}

(2)
{"formula": "CClFN2O", "method": "ωB97M-V with the def2-TZVPD basis set", "lumo_ev": [-3.0, -3.0], "de_lowest_kj_mol": 231.7, "gap_ev": [7.959, 7.960], "species": ["Cl", "F", "O", "N", "N", "C"], "positions_angstrom": [[-1.84203, -0.16992, -1.31653], [-0.42887, 1.58946, 0.05153], [-0.30142, -0.59372, -1.27267], [1.26498, -1.09840, 1.60666], [0.55503, 0.59339, 0.01937], [0.75232, -0.32081, 0.91164]]}

(3)
{"formula": "C3H10N3", "method": "ωB97M-V with the def2-TZVPD basis set", "multiplicity": 3, "total_charge": 1, "lumo_ev": [-3.1, -7.8], "de_lowest_kj_mol": 221.5, "gap_ev": [6.908, 6.608], "species": ["N", "N", "N", "C", "C", "C", "H", "H", "H", "H", "H", "H", "H", "H", "H", "H"], "positions_angstrom": [[-2.53978, 0.75217, 0.17853], [-0.99017, -1.15132, 0.37185], [1.18955, 0.53824, 0.00469], [-1.36888, -0.02712, -0.38832], [0.26249, -0.04965, -0.62918], [2.54716, 0.10727, 0.15109], [0.52362, -0.60289, -1.55762], [-1.32528, -1.05873, 1.25229], [3.18471, 0.84910, 0.67456], [-1.73306, -0.41793, -1.33213], [0.93877, 1.47553, 0.54191], [2.56853, -0.78312, 0.84766], [2.98367, -0.19953, -0.74058], [-1.10288, -2.04005, 0.08476], [-2.92143, 1.42953, -0.44451], [-2.21701, 1.17849, 0.98502]]}

(4)
{"formula": "C18H31GeN3O2Ru", "method": "ωB97M-V with the def2-TZVPD basis set", "multiplicity": 5, "total_charge": 2, "lumo_ev": [-7.6, -10.0], "de_lowest_kj_mol": 74.0, "gap_ev": [7.764, 6.087], "species": ["Ru", "Ge", "O", "O", "N", "N", "N", "C", "C", "C", "C", "C", "C", "C", "C", "C", "C", "C", "C", "C", "C", "C", "C", "C", "C", "H", "H", "H", "H", "H", "H", "H", "H", "H", "H", "H", "H", "H", "H", "H", "H", "H", "H", "H", "H", "H", "H", "H", "H", "H", "H", "H", "H", "H", "H", "H"], "positions_angstrom": [[-1.28024, -1.17189, -1.27350], [-0.46000, 0.41610, 0.44397], [1.41825, -3.83624, 0.41284], [0.11456, -2.36076, -0.59683], [-2.63588, -2.87159, -0.80695], [-0.30665, -1.03881, -3.22109], [4.33306, -0.32435, -3.97171], [-2.18787, -3.64101, 0.39877], [-0.90066, -4.41046, 0.15403], [-0.58324, 4.85834, 2.64865], [-1.76099, 1.26955, 1.74908], [2.72598, 1.14374, 1.93081], [1.02882, -0.91448, -3.16623], [-1.25917, 2.43053, 2.56242], [-0.92699, -0.87763, -4.40580], [1.77972, -0.59824, -4.28488], [3.69663, 1.77602, 2.92209], [1.13803, -0.42536, -5.50605], [-2.68831, 0.00076, -1.63688], [-0.71011, 3.61592, 1.77398], [-0.23766, -0.58010, -5.56052], [0.84615, -0.58831, 1.78667], [0.32812, -3.55437, 0.02702], [3.20486, -0.45070, -4.13599], [1.70611, 0.25642, 2.63607], [4.28352, 1.01609, 3.43850], [-3.70315, -0.09453, -1.24566], [0.04034, 4.65926, 3.52210], [1.13215, 0.80508, 3.38833], [3.16420, 2.36007, 3.67518], [0.26717, 3.36466, 1.35514], [-2.13536, 2.75399, 3.14606], [2.23912, -0.50013, 3.25390], [-2.00042, -1.00547, -4.41187], [1.35004, -1.08110, 0.94052], [-0.12991, 5.68081, 2.09820], [-2.18867, 0.45829, 2.33458], [-0.73702, -5.10894, 0.97342], [3.27083, 0.54784, 1.19297], [-2.46686, 1.57234, 0.96201], [2.20806, 1.92742, 1.37337], [-2.58733, 0.85580, -2.31132], [0.38503, 1.43101, -0.33832], [-0.55213, 2.10523, 3.32770], [1.70819, -0.17928, -6.39208], [-0.77653, -0.47067, -6.49065], [-1.55915, 5.19093, 3.00271], [-0.97922, -5.01648, -0.75497], [-2.98348, -4.32408, 0.69425], [-2.69499, -3.50445, -1.60417], [0.17768, -1.27285, 2.30539], [1.50659, -1.10107, -2.21363], [-1.36720, 3.82150, 0.92230], [-2.06202, -2.92258, 1.21022], [-3.58284, -2.53406, -0.64785], [4.39085, 2.44231, 2.41372]]}

(5)
{"formula": "C39H57BClHgI2N7O7P", "method": "ωB97M-V with the def2-TZVPD basis set", "multiplicity": 2, "total_charge": -2, "lumo_ev": [3.5, 3.5], "gap_ev": [5.395, 5.320], "species": ["Hg", "I", "I", "Cl", "P", "O", "O", "O", "O", "O", "O", "O", "N", "N", "N", "N", "N", "N", "N", "C", "C", "C", "C", "C", "C", "C", "C", "C", "C", "C", "C", "C", "C", "C", "C", "C", "C", "C", "C", "C", "C", "C", "C", "C", "C", "C", "C", "C", "C", "C", "C", "C", "C", "C", "C", "C", "C", "C", "B", "H", "H", "H", "H", "H", "H", "H", "H", "H", "H", "H", "H", "H", "H", "H", "H", "H", "H", "H", "H", "H", "H", "H", "H", "H", "H", "H", "H", "H", "H", "H", "H", "H", "H", "H", "H", "H", "H", "H", "H", "H", "H", "H", "H", "H", "H", "H", "H", "H", "H", "H", "H", "H", "H", "H", "H", "H"], "positions_angstrom": [[3.14556, -0.64817, 0.00023], [2.95446, -9.15813, -0.09358], [4.61052, -2.69358, -0.71863], [3.93987, 3.26390, -1.52261], [4.33735, 0.09715, 1.94033], [1.04210, -5.35552, -0.22381], [0.90019, -3.18478, -0.15147], [-0.85088, 0.46558, -0.35741], [3.94378, 2.70484, -2.89109], [2.74964, 2.65754, -0.79408], [1.75227, -4.24788, 1.57072], [5.12294, 2.82472, -0.69332], [1.28193, -4.30090, 0.44343], [4.94394, 2.23449, 3.40026], [5.27267, 0.03941, 4.45593], [-2.92396, 1.39959, 0.76245], [-3.22333, -0.62750, -0.46224], [1.61834, 0.17775, -1.51934], [6.81149, 0.79422, 2.61319], [3.68748, -8.02700, -1.57223], [-3.58169, -0.19020, -3.31296], [-2.39852, -3.46952, 1.52422], [1.66401, -0.36459, -2.80434], [-3.01785, -1.50999, -2.74726], [-1.94952, 1.41373, 3.47728], [1.69653, -1.80577, -2.86841], [6.27294, 2.12434, 2.84592], [-1.96373, 3.62857, -2.05171], [6.08784, 0.14768, 1.47645], [-1.92022, 4.97717, 1.13263], [-1.95859, 2.68062, 2.65580], [-3.29161, -3.72304, 0.32329], [-4.40954, -0.11453, -0.06195], [-1.51149, 5.05193, 2.45599], [4.28476, -0.67590, 3.58272], [6.61838, -0.04311, 3.87341], [1.58518, 0.29875, -3.99941], [-1.48308, 3.89592, 3.21502], [-2.12191, 1.67401, 4.94197], [-4.74911, -3.32760, 0.69204], [-2.93338, 3.96040, -0.84751], [1.70755, -0.34871, -5.25644], [-3.09632, -1.74967, -1.34375], [3.97019, 1.84405, 2.37436], [-3.03431, 0.06496, -4.74605], [-0.67417, 0.61378, 3.18584], [-2.29710, 3.77581, 0.51261], [2.07544, -1.67703, -5.27968], [2.05975, -2.39693, -4.05670], [-4.25004, 1.01028, 0.68669], [-3.55955, 5.34476, -1.13128], [-2.40106, 2.59153, 1.28992], [-2.07649, -3.71438, -3.15850], [-2.57802, -2.46464, -3.63895], [-2.76450, -3.08189, -0.91352], [-2.05218, -3.93563, -1.83924], [-5.08221, -0.12213, -3.33226], [4.84257, 1.42961, 4.62103], [-2.09829, 0.38238, -0.09515], [-2.84739, -3.83656, 2.45356], [-1.32293, 5.99425, 2.92056], [1.52446, 1.38069, -4.07172], [-1.94875, -0.04118, -4.83119], [-2.33143, 0.71957, 5.46630], [-2.50907, 3.14689, -2.86126], [6.18664, 0.75204, 0.54457], [4.04151, 2.46737, 1.46391], [-5.32568, -3.05184, -0.20553], [-2.37249, -2.42172, 1.85319], [-5.58250, -0.37901, -2.41906], [3.22974, -7.05802, -1.47342], [1.91420, 1.21486, -1.49267], [7.01981, 2.59648, 3.48605], [-1.20045, 2.07955, 5.40297], [-0.61145, -0.30642, 3.73375], [4.67874, -8.24643, -1.97482], [-1.39236, -3.84319, 1.56369], [2.89193, 2.03001, 2.59810], [-1.49737, -4.80270, -1.42782], [-4.68528, -2.51923, 1.32731], [2.31234, -3.44547, -4.05135], [-0.64342, 0.37312, 2.13086], [0.27131, 1.14244, 3.39151], [-4.29287, 5.67150, -0.36546], [-5.00107, 1.65401, 1.21307], [-1.11561, 3.00252, -1.76223], [-5.38365, -0.48803, -0.38692], [-2.79765, 6.09854, -1.16435], [5.54712, 1.87649, 5.33297], [-3.77811, 3.21367, -0.92000], [-5.28178, -4.20423, 1.17658], [-3.31508, 1.02919, -5.15124], [3.25958, -0.55673, 3.96087], [6.76515, -1.10799, 3.61613], [-3.44709, -0.66399, -5.48091], [6.46703, -0.86365, 1.41423], [-3.19319, 0.59541, -2.61954], [-4.14881, 5.41875, -2.09268], [7.38456, 0.38053, 4.54038], [-2.83463, 0.79965, 3.13999], [3.82511, 1.44203, 5.02500], [4.45530, -1.75968, 3.52528], [2.33875, -2.24011, -6.13683], [1.65379, 0.21031, -6.17948], [-1.62002, 4.62429, -2.49214], [-2.97675, 2.38009, 5.17700], [-1.55116, -4.40564, -3.84297], [1.48968, -2.26511, -1.91806], [-1.11033, 3.84050, 4.24302], [-5.38244, 0.85749, -3.60593], [-5.51325, -0.79536, -4.07261], [-2.56912, -2.33689, -4.71425], [0.66166, 0.14905, -1.10551], [-3.16106, -4.76208, 0.02555], [6.21004, 2.73299, 1.91192], [-2.11127, 5.91620, 0.61274]]}